[1]
{"formula": "C19H29BF4N2O10PtSSi", "method": "the ωB97M-V functional and the def2-TZVPD basis", "elements": ["Pt", "O", "C", "O", "C", "C", "C", "C", "C", "C", "O", "N", "O", "O", "N", "O", "O", "H", "H", "C", "C", "C", "C", "O", "Si", "S", "O", "C", "C", "C", "C", "O", "C", "C", "C", "C", "H", "H", "H", "H", "H", "H", "H", "H", "H", "H", "H", "H", "H", "H", "H", "H", "H", "H", "H", "H", "H", "H", "H", "H", "H", "H", "H", "F", "B", "F", "F", "F"], "xyz": [[-0.38942, -0.63105, -1.67062], [-1.74577, -1.80520, -5.35905], [-1.11507, -1.67313, -4.31955], [-1.56196, -1.06301, -3.28138], [0.28590, -2.28965, -4.27551], [0.85603, -2.56953, -5.49457], [2.09566, -3.19769, -5.57757], [2.75957, -3.61085, -4.44099], [2.17484, -3.37453, -3.21887], [0.95375, -2.65492, -3.06447], [0.51584, -2.38802, -1.87937], [2.90017, -3.88362, -2.05578], [4.11813, -3.96527, -2.16505], [2.26508, -4.43801, -1.18944], [2.69432, -3.45601, -6.87352], [2.11797, -3.05131, -7.86956], [3.76247, -4.05174, -6.91156], [0.30508, -2.31044, -6.38647], [3.71528, -4.10816, -4.49898], [-3.02489, 2.92926, 0.15621], [-1.65478, 2.38376, -0.22198], [-1.81451, 1.44941, -1.41711], [-0.67220, 3.50675, -0.53969], [-1.23752, 1.60002, 0.88407], [0.19176, 1.03724, 1.42807], [1.14178, -0.16235, -0.00747], [1.14094, 2.32866, 1.81533], [2.43756, 2.42319, 2.38928], [3.00341, 1.06101, 2.78495], [2.30670, 3.31071, 3.62310], [3.33613, 3.07795, 1.34291], [-0.09721, 0.30369, 2.85627], [-1.01067, -0.74980, 3.21720], [-0.50010, -1.26823, 4.55632], [-1.00564, -1.86371, 2.17998], [-2.40641, -0.15598, 3.35864], [-3.45017, 3.51017, -0.66721], [-2.91940, 3.57652, 1.02953], [-3.69404, 2.10423, 0.40043], [-2.19697, 1.93424, -2.31406], [-2.43386, 0.58203, -1.16997], [-0.74952, 1.19969, -1.71933], [-1.05407, 4.10082, -1.37346], [0.30394, 3.10128, -0.81396], [-0.54123, 4.15122, 0.32983], [2.34405, 0.56859, 3.50024], [3.98968, 1.18781, 3.23844], [3.10403, 0.41678, 1.91010], [1.63956, 2.83689, 4.34484], [1.88170, 4.27613, 3.34217], [3.28046, 3.47470, 4.09197], [3.37910, 2.44406, 0.45583], [4.34892, 3.22249, 1.72825], [2.92429, 4.04782, 1.05603], [0.50610, -1.67708, 4.44147], [-1.15713, -2.05415, 4.93460], [-0.46743, -0.45471, 5.28439], [-0.00139, -2.27200, 2.05388], [-1.36423, -1.50523, 1.21467], [-1.68615, -2.65738, 2.49563], [-2.39319, 0.65301, 4.09353], [-3.11541, -0.92125, 3.68001], [-2.76155, 0.23446, 2.40487], [-4.92722, 0.81911, 1.16106], [-4.91608, -0.56233, 0.82724], [-5.16354, -1.32167, 1.98683], [-5.90937, -0.81284, -0.13233], [-3.64213, -0.89282, 0.31075]], "atomic_forces_ev_per_a": [[-0.16, 0.43, -0.12], [-0.02, 0.04, -0.02], [0.13, -0.07, -0.03], [-0.08, 0.09, 0.06], [-0.04, -0.01, 0.09], [0.04, -0.04, 0.02], [-0.06, -0.04, -0.09], [0.03, 0.01, 0.06], [-0.11, 0.51, 0.05], [-0.09, -0.04, -0.16], [0.20, 0.05, 0.01], [0.11, -1.53, -0.90], [0.10, 0.57, 0.38], [-0.16, 0.46, 0.49], [0.07, 0.12, 0.02], [-0.03, -0.04, 0.00], [-0.03, -0.04, 0.00], [0.00, 0.01, 0.00], [-0.03, 0.02, -0.01], [0.07, 0.09, -0.09], [-0.26, -0.17, 0.02], [0.25, -0.60, 0.00], [0.03, -0.12, 0.04], [0.12, 0.35, 0.15], [-0.06, -0.11, -0.16], [0.23, 0.06, -0.01], [-0.10, 0.03, 0.06], [0.05, 0.00, -0.06], [-0.03, 0.00, 0.01], [-0.01, 0.01, 0.00], [-0.01, -0.01, 0.00], [0.06, -0.05, 0.07], [-0.10, 0.06, -0.03], [-0.01, -0.02, 0.00], [-0.02, -0.02, -0.01], [0.01, -0.03, 0.00], [0.02, 0.01, 0.00], [-0.04, 0.01, 0.00], [0.07, 0.17, -0.01], [-0.06, -0.06, -0.01], [-0.19, 0.16, 0.11], [0.35, -0.15, -0.18], [0.00, 0.00, 0.01], [0.03, 0.00, 0.00], [-0.01, 0.00, 0.01], [0.00, 0.00, 0.00], [0.00, 0.01, -0.01], [0.00, -0.01, 0.00], [0.00, 0.00, 0.00], [0.00, -0.01, 0.00], [0.00, 0.00, 0.00], [0.00, 0.00, 0.00], [-0.01, 0.00, 0.00], [0.00, -0.01, 0.00], [0.01, 0.00, 0.00], [0.00, 0.01, 0.00], [0.00, 0.00, 0.00], [-0.01, 0.00, -0.02], [-0.01, 0.01, 0.03], [0.01, 0.00, 0.02], [0.01, 0.02, 0.00], [0.00, 0.03, -0.02], [0.05, -0.02, 0.10], [-0.19, -0.21, 0.10], [-0.01, -0.07, -0.02], [-0.03, 0.01, -0.01], [0.03, 0.01, 0.02], [-0.10, 0.10, -0.03]], "charge": -2, "homo_lumo_gap_ev": 6.983, "de_lowest_ev": 0.331, "homo_ev": -3.2501}


[2]
{"formula": "C19H29BN2O2Sr", "method": "the ωB97M-V functional and the def2-TZVPD basis", "elements": ["C", "C", "H", "H", "H", "H", "H", "H", "C", "C", "C", "C", "H", "H", "H", "H", "N", "C", "C", "N", "C", "C", "C", "H", "H", "C", "H", "H", "Sr", "C", "H", "H", "H", "C", "C", "C", "O", "B", "O", "C", "C", "C", "H", "H", "H", "H", "H", "H", "H", "H", "H", "H", "H", "H"], "xyz": [[-3.55639, 0.09316, -1.31445], [-3.61708, 1.41042, -2.10615], [-3.28474, -0.76510, -1.95329], [-4.55716, -0.13247, -0.92859], [-2.90399, 0.11743, -0.39190], [-2.85417, 1.57439, -2.89214], [-4.55805, 1.42256, -2.66664], [-3.62592, 2.28889, -1.45179], [0.73521, -2.45749, -1.39858], [1.77348, -3.39235, -1.31367], [3.00769, -3.07558, -1.89219], [3.17509, -1.83634, -2.51624], [-0.25198, -2.63755, -0.95678], [1.59958, -4.33923, -0.80660], [3.84426, -3.77414, -1.85924], [4.11377, -1.53768, -2.98246], [0.89262, -1.26989, -2.01782], [2.10412, -0.92358, -2.54700], [2.24030, 0.46651, -3.05136], [1.13604, 1.26386, -2.95439], [1.22410, 2.59012, -3.18520], [3.54288, 2.36429, -3.80272], [2.42676, 3.17959, -3.59387], [0.30517, 3.16802, -3.01306], [2.45736, 4.25674, -3.74328], [3.45112, 0.99727, -3.52895], [4.29493, 0.32695, -3.67875], [4.48295, 2.78122, -4.17161], [-0.95684, 0.50710, -1.80176], [-0.69351, 2.66094, -0.32974], [-1.17547, 3.47134, -0.90157], [0.36009, 2.92832, -0.15844], [-1.19648, 2.54225, 0.64369], [-2.49085, -1.09509, 3.86708], [-1.38666, -0.23755, 3.24376], [-1.08797, 0.92115, 4.15625], [-1.93216, 0.31593, 2.03199], [-1.42361, -0.45753, 1.04622], [-0.51202, -1.41145, 1.39241], [-0.14937, -1.07595, 2.74633], [1.15710, -0.29123, 2.69946], [0.12886, -2.34119, 3.52057], [-3.43320, -0.53189, 3.89734], [-2.22875, -1.34570, 4.89997], [-2.67505, -2.03296, 3.32519], [-1.99804, 1.51697, 4.28889], [-0.76849, 0.55282, 5.13808], [-0.30201, 1.55864, 3.73863], [1.49953, -0.10329, 3.72435], [1.91790, -0.90632, 2.20229], [1.07936, 0.65846, 2.15487], [-0.73561, -3.01008, 3.60140], [0.96201, -2.88036, 3.05322], [0.44329, -2.07333, 4.53823]], "atomic_forces_ev_per_a": [[-0.65, 0.45, 0.10], [-0.99, 0.14, -0.38], [0.02, 0.07, 0.21], [0.19, 0.04, -0.09], [-0.10, -0.32, -0.68], [-0.20, -0.03, 0.29], [0.16, 0.16, -0.07], [0.19, -0.22, -0.08], [0.50, 0.41, -0.51], [0.10, 0.31, -0.19], [-0.35, 0.22, -0.04], [-0.48, 0.52, -0.07], [0.42, 0.10, -0.10], [0.12, 0.23, -0.11], [-0.28, 0.14, 0.02], [-0.16, -0.36, 0.29], [1.07, -0.35, -0.03], [-0.58, -1.46, 0.69], [-0.37, 1.55, -0.40], [1.29, 0.20, -0.21], [0.62, -0.87, -0.11], [-0.34, -0.15, 0.07], [-0.23, -0.15, 0.04], [0.51, -0.21, -0.06], [0.11, -0.26, -0.03], [-0.45, -0.18, 0.13], [-0.08, 0.38, 0.06], [-0.34, -0.10, 0.17], [-0.48, -0.09, 1.78], [0.06, -0.30, -0.50], [0.07, 0.28, 0.23], [-0.09, 0.18, 0.06], [0.09, 0.09, -0.32], [-0.06, -0.28, 0.29], [-0.31, -0.25, 0.43], [0.40, 0.16, 0.36], [0.49, -0.26, 0.89], [-0.69, 0.14, -4.42], [0.48, -0.21, 1.41], [0.13, 0.01, 0.52], [0.18, 0.24, 0.09], [-0.06, -0.30, 0.56], [0.31, -0.02, -0.10], [-0.04, -0.11, -0.03], [0.08, 0.33, -0.01], [0.18, -0.10, -0.03], [0.04, 0.14, -0.04], [-0.23, -0.03, 0.11], [0.06, 0.14, -0.18], [-0.17, 0.10, 0.04], [-0.11, -0.20, 0.12], [0.21, 0.16, -0.15], [-0.21, 0.06, 0.04], [-0.05, -0.14, -0.07]], "charge": 0, "homo_lumo_gap_ev": 3.946, "de_lowest_ev": 0.527, "homo_ev": -4.7108}


[3]
{"formula": "C19H29BN9OPb", "method": "the ωB97M-V functional and the def2-TZVPD basis", "elements": ["Pb", "B", "N", "C", "C", "C", "N", "N", "C", "C", "C", "N", "H", "H", "H", "H", "H", "H", "H", "H", "O", "C", "C", "C", "C", "C", "C", "C", "C", "N", "H", "H", "H", "H", "H", "H", "H", "H", "H", "H", "H", "C", "C", "C", "C", "N", "C", "N", "N", "N", "H", "H", "H", "H", "H", "H", "H", "H", "H", "H"], "xyz": [[0.05422, -0.23656, -0.55554], [-3.10395, 2.44123, 0.36961], [-1.86816, 2.61097, 1.07028], [-1.69027, 3.64234, 2.01527], [-0.43613, 3.55394, 2.48695], [0.12894, 2.43358, 1.79993], [-0.72428, 1.87740, 0.96082], [-3.45132, 1.53202, -0.67307], [-4.72832, 1.49509, -1.28124], [-4.66335, 0.61286, -2.28921], [-3.30835, 0.12928, -2.26032], [-2.60124, 0.67383, -1.29290], [-4.07387, 2.66874, 1.12697], [-3.63454, 3.55440, 0.12963], [-2.49309, 4.32737, 2.23656], [0.04597, 4.17969, 3.21837], [1.12105, 2.02496, 1.91085], [-5.53054, 2.11692, -0.91758], [-5.44057, 0.32863, -2.97788], [-2.85366, -0.57849, -2.93762], [1.06975, -2.47182, -1.29807], [0.83691, -3.69679, -0.54955], [-0.57381, -4.21300, -0.74909], [-1.65179, -3.16645, -0.42698], [-1.54341, -2.67638, 0.99122], [-2.08562, -3.40900, 2.03645], [-1.88592, -3.00032, 3.34344], [-1.13310, -1.85785, 3.58349], [-0.62814, -1.16601, 2.50608], [-0.83236, -1.55513, 1.23212], [1.13518, -2.68877, -2.23763], [1.01987, -3.43201, 0.49172], [1.58037, -4.43877, -0.83760], [-0.70397, -5.08059, -0.09772], [-0.71288, -4.57115, -1.77096], [-2.63660, -3.60237, -0.59260], [-1.56702, -2.32215, -1.12161], [-2.65366, -4.30296, 1.81577], [-2.30345, -3.56788, 4.16439], [-0.93494, -1.51159, 4.58754], [-0.01253, -0.29149, 2.65710], [5.71108, -2.64262, 0.19720], [6.14511, -1.90343, 1.45898], [5.65266, -2.60095, 2.72219], [5.74889, -0.42735, 1.42173], [4.28654, -0.24253, 1.28987], [3.52972, -0.16363, 0.20259], [2.27220, -0.04771, 0.59459], [2.29540, -0.06230, 1.94734], [3.49331, -0.17643, 2.36407], [6.13095, -3.64722, 0.18723], [6.05008, -2.13965, -0.71120], [4.62218, -2.75418, 0.15424], [7.23886, -1.88218, 1.47843], [4.56522, -2.71363, 2.71891], [5.93257, -2.05358, 3.62228], [6.08389, -3.59871, 2.78993], [6.20026, 0.08869, 0.57489], [6.02493, 0.08963, 2.33876], [3.90166, -0.18229, -0.80759]], "atomic_forces_ev_per_a": [[0.25, -0.12, -0.15], [1.48, -1.36, -0.54], [-0.39, 0.21, 0.04], [0.05, -0.04, 0.00], [0.02, -0.01, 0.00], [-0.15, 0.09, -0.05], [0.07, 0.02, 0.06], [-0.24, 0.46, 0.25], [0.04, -0.03, -0.07], [0.04, -0.01, 0.00], [-0.04, 0.12, 0.07], [-0.05, -0.14, -0.01], [-0.23, 0.98, -0.42], [-0.79, -0.11, 0.76], [0.00, 0.03, 0.02], [0.00, 0.02, 0.01], [0.04, -0.02, 0.03], [-0.03, 0.01, -0.01], [-0.02, 0.00, -0.01], [0.00, -0.04, 0.00], [-0.07, 0.02, 0.03], [0.01, -0.01, 0.04], [-0.01, -0.01, 0.03], [0.04, 0.02, 0.08], [0.02, 0.01, -0.08], [0.00, 0.00, -0.03], [0.01, 0.02, 0.01], [-0.02, -0.01, -0.02], [-0.06, 0.00, 0.06], [0.07, 0.01, 0.06], [0.07, 0.00, 0.00], [0.02, 0.01, -0.01], [-0.02, 0.01, -0.04], [-0.01, -0.02, -0.03], [0.01, 0.01, -0.02], [-0.01, 0.00, 0.00], [-0.07, -0.04, -0.04], [-0.01, 0.00, 0.00], [0.00, -0.01, 0.01], [0.00, 0.00, 0.01], [-0.02, 0.01, -0.02], [0.02, 0.01, -0.01], [0.04, -0.03, -0.01], [0.00, 0.01, -0.01], [-0.03, 0.01, -0.01], [0.03, 0.03, -0.02], [0.03, -0.04, 0.01], [-0.02, -0.09, -0.05], [-0.06, 0.06, 0.06], [0.02, 0.02, 0.03], [-0.01, 0.00, 0.01], [0.01, 0.00, -0.01], [-0.01, 0.00, 0.00], [-0.02, 0.02, 0.02], [-0.01, 0.01, 0.01], [0.01, -0.01, 0.01], [-0.01, 0.00, 0.00], [-0.02, -0.01, 0.00], [0.01, -0.01, -0.01], [0.00, -0.02, -0.02]], "charge": 3, "homo_lumo_gap_ev": [5.110, 5.086], "de_lowest_ev": 0.211, "homo_ev": [-17.9369, -17.9369]}